DFT (wB97M-V/def2-TZVPD) results for C18H28IrO5Se3Te as an isolated structure.

Structure (XYZ):
```
56
Properties=species:S:1:pos:R:3
Ir 0.775 -1.673 -0.099
C 0.996 -4.550 -1.302
C -0.145 -4.153 -2.224
O -0.453 -2.760 -2.046
C -1.854 -2.442 -2.080
C -2.119 -1.344 -1.068
O -1.456 -1.779 0.125
C -1.893 -1.342 1.422
C -1.425 -2.419 2.377
O -0.039 -2.681 2.117
C 0.357 -4.050 2.292
C 1.284 -4.471 1.164
O 0.664 -3.991 -0.030
H 1.047 -5.639 -1.240
H 1.966 -4.171 -1.637
H 0.118 -4.344 -3.266
H -1.026 -4.744 -1.968
H -2.143 -2.127 -3.084
H -2.427 -3.329 -1.806
H -1.721 -0.375 -1.376
H -3.192 -1.250 -0.894
H -1.457 -0.367 1.639
H -2.982 -1.273 1.444
H -1.561 -2.098 3.412
H -2.000 -3.331 2.208
H 0.850 -4.175 3.258
H -0.532 -4.682 2.269
H 2.287 -4.044 1.259
H 1.363 -5.560 1.146
Se 2.085 -1.117 -2.201
Se 4.299 -1.074 -1.850
Te 4.688 -0.953 0.715
Se 2.491 -0.929 1.674
C -0.470 7.146 0.397
C -0.180 5.691 0.203
C 0.813 5.268 -0.677
C 1.090 3.928 -0.868
C 2.179 3.558 -1.844
C 0.335 2.965 -0.148
C 0.652 1.590 -0.377
O 0.086 0.592 0.108
C -0.681 3.382 0.755
C -1.509 2.417 1.553
C -0.910 4.732 0.908
H 0.198 7.773 -0.188
H -0.370 7.417 1.449
H -1.498 7.368 0.104
H 1.381 6.009 -1.225
H 2.606 4.458 -2.278
H 1.806 2.947 -2.668
H 2.993 3.014 -1.359
H 1.491 1.410 -1.058
H -0.883 1.759 2.156
H -2.114 1.789 0.896
H -2.180 2.962 2.214
H -1.679 5.061 1.597
```

E_tot   -235511.25440 eV
ΔE to the lowest compared entry with this formula, charge and spin   0.000 eV
E_HOMO (spin up / spin down)   -13.932 / -14.011 eV
Spin multiplicity   6
<S²>   8.771
Total charge   +2

How positive or negative is each atom? The natural (NBO) charges in e answer that:
1 Ir 1.073
2 C -0.084
3 C -0.080
4 O -0.572
5 C -0.079
6 C -0.088
7 O -0.586
8 C -0.087
9 C -0.081
10 O -0.571
11 C -0.080
12 C -0.085
13 O -0.584
14 H 0.220
15 H 0.189
16 H 0.217
17 H 0.200
18 H 0.217
19 H 0.197
20 H 0.205
21 H 0.221
22 H 0.217
23 H 0.218
24 H 0.216
25 H 0.195
26 H 0.216
27 H 0.199
28 H 0.189
29 H 0.219
30 Se 0.041
31 Se 0.034
32 Te 0.551
33 Se -0.164
34 C -0.650
35 C 0.118
36 C -0.244
37 C 0.100
38 C -0.655
39 C -0.196
40 C 0.428
41 O -0.686
42 C 0.088
43 C -0.634
44 C -0.236
45 H 0.232
46 H 0.245
47 H 0.246
48 H 0.226
49 H 0.245
50 H 0.224
51 H 0.219
52 H 0.138
53 H 0.220
54 H 0.219
55 H 0.234
56 H 0.225

DFT (wB97M-V/def2-TZVPD) results for C18H28N2O2 in the gas phase.

Structure (XYZ):
```
50
Properties=species:S:1:pos:R:3
C 0.266 0.821 5.474
C -0.442 0.160 4.294
C -1.934 0.477 4.309
C 0.187 0.639 2.979
N -0.468 0.073 1.812
C -0.122 -1.326 1.625
C -0.621 -1.884 0.299
C 0.268 -1.686 -0.916
O 0.345 -2.589 -1.737
N 0.942 -0.524 -1.090
C 1.771 -0.418 -2.285
C 3.252 -0.251 -1.917
O 3.663 -1.186 -0.952
C 1.276 0.685 -3.237
C -0.208 0.554 -3.438
C -1.089 1.455 -2.855
C -2.457 1.291 -2.987
C -2.961 0.220 -3.704
C -2.089 -0.679 -4.296
C -0.723 -0.512 -4.164
C 1.022 0.574 -0.147
C -0.289 0.849 0.602
H 1.327 0.582 5.471
H 0.158 1.902 5.426
H -0.160 0.475 6.412
H -0.311 -0.923 4.379
H -2.403 0.072 5.202
H -2.090 1.554 4.295
H -2.412 0.050 3.432
H 0.078 1.726 2.933
H 1.268 0.408 2.996
H -0.598 -1.890 2.433
H 0.967 -1.495 1.706
H -1.612 -1.484 0.074
H -0.731 -2.968 0.388
H 1.647 -1.385 -2.789
H 3.446 0.730 -1.477
H 3.855 -0.342 -2.833
H 3.390 -2.066 -1.241
H 1.519 1.674 -2.841
H 1.801 0.569 -4.188
H -0.705 2.296 -2.294
H -3.130 1.999 -2.526
H -4.028 0.087 -3.803
H -2.475 -1.516 -4.858
H -0.050 -1.221 -4.623
H 1.828 0.393 0.575
H 1.286 1.466 -0.717
H -1.126 0.658 -0.075
H -0.328 1.906 0.873
```

E_tot   -26196.02476 eV
ΔE to the lowest compared entry with this formula, charge and spin   2.141 eV
E_HOMO   -8.565 eV
SMILES   CC(C)CN1CCC(=O)N([C@H](CO)Cc2ccccc2)CC1

How positive or negative is each atom? The natural (NBO) charges in e answer that:
1 C -0.601
2 C -0.222
3 C -0.610
4 C -0.209
5 N -0.452
6 C -0.224
7 C -0.504
8 C 0.699
9 O -0.653
10 N -0.455
11 C -0.077
12 C -0.064
13 O -0.716
14 C -0.452
15 C 0.082
16 C -0.258
17 C -0.200
18 C -0.224
19 C -0.197
20 C -0.232
21 C -0.247
22 C -0.218
23 H 0.207
24 H 0.199
25 H 0.211
26 H 0.193
27 H 0.205
28 H 0.198
29 H 0.224
30 H 0.192
31 H 0.167
32 H 0.208
33 H 0.171
34 H 0.236
35 H 0.247
36 H 0.251
37 H 0.172
38 H 0.168
39 H 0.472
40 H 0.203
41 H 0.226
42 H 0.204
43 H 0.211
44 H 0.213
45 H 0.215
46 H 0.214
47 H 0.204
48 H 0.207
49 H 0.208
50 H 0.207

DFT (wB97M-V/def2-TZVPD) results for C18H28N2OS5Ta as an isolated structure.

Structure (XYZ):
```
55
Properties=species:S:1:pos:R:3
Ta 0.307 -0.196 -0.219
C 2.657 2.601 -0.256
C 3.465 1.682 0.640
S 2.889 -0.038 0.459
C 2.879 -0.646 2.167
C 1.889 0.065 3.075
S 0.208 0.149 2.367
C -0.233 1.910 2.508
C 0.660 2.854 1.720
S 0.872 2.393 -0.042
H 2.838 2.395 -1.312
H 2.916 3.647 -0.088
H 3.421 1.970 1.688
H 4.514 1.694 0.344
H 3.891 -0.564 2.568
H 2.663 -1.712 2.086
H 2.194 1.086 3.297
H 1.810 -0.461 4.027
H -0.230 2.174 3.567
H -1.265 1.947 2.169
H 1.652 2.920 2.163
H 0.237 3.859 1.744
C -3.369 2.420 0.014
C -2.607 1.302 -0.615
O -1.443 1.002 -0.194
N -3.149 0.631 -1.606
C -2.495 -0.523 -2.227
C -2.414 -1.664 -1.243
C -3.360 -2.669 -1.288
C -3.392 -3.644 -0.301
C -2.470 -3.568 0.729
C -1.523 -2.567 0.694
N -1.460 -1.626 -0.277
H -2.705 3.044 0.603
H -4.148 2.011 0.661
H -3.852 3.033 -0.747
H -4.071 0.905 -1.919
H -1.519 -0.214 -2.598
H -3.088 -0.812 -3.091
H -4.084 -2.679 -2.092
H -4.130 -4.435 -0.331
H -2.465 -4.281 1.541
H -0.774 -2.516 1.469
C 0.498 -1.915 -4.331
C 0.836 -1.687 -2.891
S 1.138 -0.032 -2.433
C 0.987 -2.736 -1.977
C 0.905 -4.174 -2.385
S 1.391 -2.397 -0.353
H 0.304 -0.982 -4.855
H -0.360 -2.578 -4.447
H 1.348 -2.399 -4.823
H 0.759 -4.297 -3.453
H 0.088 -4.671 -1.858
H 1.825 -4.689 -2.097
```

E_tot   -79853.67635 eV
ΔE to the lowest compared entry with this formula, charge and spin   0.348 eV
E_HOMO (spin up / spin down)   -17.197 / -17.128 eV
Total charge   +3

How positive or negative is each atom? The natural (NBO) charges in e answer that:
1 Ta 0.963
2 C -0.545
3 C -0.549
4 S 0.457
5 C -0.547
6 C -0.526
7 S 0.389
8 C -0.523
9 C -0.538
10 S 0.431
11 H 0.270
12 H 0.288
13 H 0.235
14 H 0.290
15 H 0.290
16 H 0.265
17 H 0.244
18 H 0.290
19 H 0.286
20 H 0.257
21 H 0.241
22 H 0.285
23 C -0.709
24 C 0.757
25 O -0.754
26 N -0.517
27 C -0.279
28 C 0.218
29 C -0.217
30 C -0.074
31 C -0.211
32 C 0.079
33 N -0.572
34 H 0.249
35 H 0.283
36 H 0.279
37 H 0.449
38 H 0.240
39 H 0.269
40 H 0.258
41 H 0.270
42 H 0.271
43 H 0.226
44 C -0.690
45 C -0.092
46 S 0.108
47 C -0.102
48 C -0.676
49 S 0.107
50 H 0.257
51 H 0.250
52 H 0.286
53 H 0.253
54 H 0.255
55 H 0.277

DFT (wB97M-V/def2-TZVPD) results for C18H28N4O2PdSi as an isolated structure in a non-equilibrium geometry.

Structure (XYZ):
```
54
Properties=species:S:1:pos:R:3
Pd -0.222 0.320 -1.493
N 2.071 0.511 -1.742
C 2.675 1.457 -0.780
C 2.278 2.890 -1.089
C 0.798 3.199 -0.956
N -0.012 2.530 -1.990
H 2.485 -0.407 -1.630
H 2.271 0.813 -2.690
H 3.766 1.374 -0.790
H 2.334 1.182 0.218
H 2.647 3.184 -2.081
H 2.802 3.532 -0.377
H 0.642 4.282 -0.978
H 0.459 2.840 0.011
H 0.323 2.777 -2.915
H -0.979 2.837 -1.933
O -3.886 -1.223 -1.972
C -2.699 -0.992 -2.073
O -2.152 0.166 -2.264
C -1.723 -2.173 -2.007
C -2.207 -3.452 -1.772
C -1.318 -4.511 -1.771
C 0.026 -4.266 -2.021
C 0.425 -2.961 -2.230
N -0.422 -1.931 -2.215
H -3.267 -3.573 -1.602
H -1.666 -5.518 -1.583
H 0.753 -5.066 -2.046
H 1.467 -2.727 -2.420
C -0.743 2.516 2.641
Si -1.441 1.255 1.435
C -2.452 2.250 0.219
C -2.629 0.154 2.356
N -0.226 0.301 0.622
C 0.639 -0.539 1.308
C 0.756 -0.514 2.716
C 1.627 -1.342 3.403
C 2.434 -2.257 2.736
C 2.318 -2.321 1.357
C 1.447 -1.491 0.666
H -1.561 3.137 3.020
H -0.023 3.185 2.165
H -0.247 2.070 3.503
H -3.436 2.420 0.666
H -2.632 1.744 -0.731
H -2.019 3.239 0.041
H -3.390 0.753 2.863
H -2.133 -0.467 3.104
H -3.136 -0.512 1.654
H 0.149 0.170 3.290
H 1.670 -1.270 4.483
H 3.113 -2.904 3.274
H 2.904 -3.044 0.798
H 1.348 -1.623 -0.397
```

E_tot   -40534.44655 eV
ΔE to the lowest compared entry with this formula, charge and spin   0.000 eV
E_HOMO (spin up / spin down)   -7.052 / -6.917 eV
Spin multiplicity   3
<S²>   2.005

How positive or negative is each atom? The natural (NBO) charges in e answer that:
1 Pd 1.194
2 N -0.841
3 C -0.224
4 C -0.423
5 C -0.219
6 N -0.845
7 H 0.389
8 H 0.370
9 H 0.186
10 H 0.228
11 H 0.190
12 H 0.231
13 H 0.187
14 H 0.221
15 H 0.375
16 H 0.405
17 O -0.624
18 C 0.742
19 O -0.800
20 C 0.102
21 C -0.207
22 C -0.151
23 C -0.250
24 C 0.041
25 N -0.489
26 H 0.255
27 H 0.222
28 H 0.225
29 H 0.188
30 C -1.133
31 Si 1.815
32 C -1.161
33 C -1.143
34 N -1.163
35 C 0.277
36 C -0.317
37 C -0.186
38 C -0.274
39 C -0.197
40 C -0.339
41 H 0.235
42 H 0.222
43 H 0.231
44 H 0.249
45 H 0.271
46 H 0.212
47 H 0.232
48 H 0.237
49 H 0.246
50 H 0.205
51 H 0.207
52 H 0.207
53 H 0.200
54 H 0.187